# 1
The following is a DFT calculation (wB97M-V/def2-TZVPD) of C29H29BrGdNO3 as an isolated structure at a distorted geometry.

Values from the calculation:
Calculated total energy   -4742.55430 Eh
Kohn-Sham gap (alpha / beta)   0.274 / 0.184 Ha
Energy relative to the best compared isomer or geometry (same formula, charge and spin)   0.0 kJ/mol
F_max   5.319 eV Å⁻¹
Multiplicity   8
E_HOMO (alpha / beta)   -7.39 / -7.26 eV
E_LUMO (alpha / beta)   0.07 / -2.25 eV

```
64
C29H29BrGdNO3 wB97M-V/def2-TZVPD
C -1.885 -0.766 -1.942
C -1.860 0.592 -1.508
C -0.528 1.062 -1.606
H -2.737 1.175 -1.149
C 0.306 -0.014 -2.057
C -0.534 -1.153 -2.273
H 1.374 0.047 -2.287
C -2.308 -0.603 2.559
C -2.737 0.301 1.542
C -1.839 1.392 1.532
H -3.603 0.162 0.900
C -0.826 1.172 2.560
C -1.134 -0.068 3.176
H -0.191 2.104 -1.469
H -0.228 -2.130 -2.662
H -2.779 -1.385 -2.101
H -0.571 -0.557 3.981
H -1.914 2.264 0.882
H -2.795 -1.554 2.825
Gd -0.523 -0.731 0.085
C 0.595 1.800 2.525
C 1.430 1.381 3.750
C 0.564 3.294 2.283
H 0.905 1.628 4.699
H 2.380 1.944 3.757
H 1.675 0.301 3.728
H 0.008 3.811 3.075
H 0.097 3.548 1.321
H 1.578 3.718 2.285
C 1.148 1.025 1.273
C 2.516 0.541 0.736
H 0.750 1.543 0.358
H 0.830 0.002 1.641
O 2.473 -0.700 0.382
N 3.494 1.502 0.437
C 3.777 1.759 -1.010
H 4.340 1.343 0.978
C 2.792 2.750 -1.633
C 2.554 2.641 -3.014
H 3.035 1.821 -3.569
C 1.759 3.565 -3.690
H 1.578 3.443 -4.762
C 1.203 4.645 -2.985
H 0.596 5.378 -3.510
C 1.429 4.758 -1.604
H 0.986 5.586 -1.055
C 2.219 3.823 -0.932
H 2.451 3.957 0.124
H 3.703 0.778 -1.536
H 4.830 2.112 -1.129
Br 0.332 -4.752 -1.906
C -1.174 -5.443 -0.980
C -1.694 -6.706 -1.285
C -2.883 -7.127 -0.656
C -3.537 -6.318 0.289
C -3.015 -5.062 0.590
C -1.826 -4.652 -0.007
C -1.456 -3.245 0.256
O -2.402 -2.380 0.188
O -0.242 -2.901 0.509
H -1.203 -7.322 -2.043
H -3.331 -8.075 -0.965
H -4.460 -6.635 0.793
H -3.488 -4.390 1.309
```

# 2
The following is a DFT calculation (wB97M-V/def2-TZVPD) of an isolated ion of composition C9H22FNOP and charge +1 at a distorted geometry.

Values from the calculation:
SMILES   CC[NH+]=[P@@H](CCCOC)[C@@H](F)CC
Calculated total energy   -926.87286 Eh
Kohn-Sham gap   0.346 Ha
Total charge   +1
F_max   3.559 eV Å⁻¹
E_HOMO   -12.90 eV
E_LUMO   -3.48 eV

```
35
C9H22FNOP wB97M-V/def2-TZVPD
C -1.996 2.613 3.486
C -1.496 2.585 1.895
N -1.924 1.307 1.210
P -0.662 0.622 0.154
C -1.001 -1.272 0.046
C -0.147 -2.148 1.184
C 0.757 -3.305 0.454
O 2.174 -3.343 0.882
C 3.079 -2.965 -0.233
C -0.765 1.259 -1.684
F -1.848 2.267 -1.880
C 0.721 1.793 -2.230
C 1.049 1.087 -3.710
H -1.402 3.428 4.119
H -1.940 1.538 3.993
H -3.117 2.951 3.499
H -0.347 2.809 1.859
H -2.090 3.471 1.369
H -2.121 0.610 1.961
H 0.697 0.897 0.578
H -0.685 -1.661 -1.032
H -2.155 -1.527 0.142
H -0.992 -2.666 1.849
H 0.458 -1.464 1.923
H 0.763 -3.263 -0.719
H 0.296 -4.354 0.787
H 4.169 -2.814 0.221
H 2.759 -1.953 -0.744
H 3.190 -3.806 -1.055
H -1.048 0.344 -2.386
H 1.516 1.340 -1.481
H 0.783 2.967 -2.278
H 1.053 -0.095 -3.549
H 2.099 1.446 -4.143
H 0.174 1.302 -4.485
```

# 3
The following is a DFT calculation (wB97M-V/def2-TZVPD) of a 2-piece molecular cluster, C6H11NO2S overall at a distorted geometry.

Values from the calculation:
Calculated total energy   -838.49665 Eh
Kohn-Sham gap (alpha / beta)   0.255 / 0.255 Ha
Energy relative to the best compared isomer or geometry (same formula, charge and spin)   334.5 kJ/mol
F_max   3.997 eV Å⁻¹
E_HOMO (alpha / beta)   -7.16 / -7.16 eV
E_LUMO (alpha / beta)   -0.23 / -0.23 eV

```
21
C6H11NO2S wB97M-V/def2-TZVPD
C -2.178 -0.516 -0.349
C -1.528 -1.602 -0.780
C 2.287 0.824 0.714
C 0.620 1.350 -0.896
C -0.199 0.143 1.071
C 0.985 0.249 0.104
N -0.339 -0.967 1.791
O -1.283 -1.460 -2.134
O -0.904 -2.512 -0.195
S -3.518 0.370 -0.346
H 2.788 0.948 -0.246
H 1.922 1.764 1.266
H 2.734 0.143 1.336
H -0.192 0.975 -1.388
H 0.502 2.277 -0.291
H 1.462 1.471 -1.595
H -0.712 1.146 1.248
H 1.209 -0.644 -0.611
H -2.183 -1.253 -2.456
H -1.126 -0.862 2.491
H -0.346 -1.842 1.265
```